Entry 1:
122
Properties=species:S:1:pos:R:3:lowdin_charge:R:1 method="wB97M-V/def2-TZVPD" total_charge=+1 gap_ev=2.16 fmax_ev_per_a=8.1
Ca -0.801 -8.917 -3.271 1.75
Ca -3.149 -6.552 3.530 1.75
As -8.553 -7.467 -0.102 0.93
F -8.759 -5.889 -0.870 -0.28
F -7.494 -6.760 1.179 -0.35
F -8.233 -9.089 0.545 -0.31
F -9.649 -8.157 -1.406 -0.32
F -7.191 -7.907 -1.204 -0.34
F -10.036 -7.304 1.054 -0.33
As 3.360 -9.988 2.270 0.92
F 4.682 -10.826 1.411 -0.29
F 4.216 -10.303 3.860 -0.30
F 1.913 -9.253 3.016 -0.32
F 2.518 -9.656 0.749 -0.35
F 2.565 -11.714 2.345 -0.36
F 4.138 -8.437 1.925 -0.29
C -1.268 -2.632 0.380 -0.31
O -0.879 -2.354 1.827 -0.12
O -1.516 -4.006 0.349 -0.17
C -2.463 -1.532 0.009 -0.55
F -2.858 -1.604 -1.276 0.14
F -3.534 -1.652 0.772 0.14
F -2.127 -0.285 0.354 0.14
C 0.395 -1.750 1.918 -0.32
C 0.389 -0.970 3.212 -0.08
H -0.148 -0.047 2.996 0.08
H 0.117 -1.552 4.094 0.08
H 1.434 -0.683 3.330 0.08
H 0.697 -0.958 1.232 0.12
H 1.238 -2.438 1.863 0.12
H -0.359 -2.356 -0.153 0.14
C -5.371 6.964 3.444 -0.01
C -3.939 6.556 3.596 -0.36
C -3.519 5.083 3.462 -0.02
O -2.627 5.303 2.298 0.07
C -2.346 6.584 2.075 -0.59
O -1.685 7.044 1.105 0.09
O -3.116 7.290 2.774 0.14
H -5.945 6.476 4.232 0.09
H -5.866 6.915 2.474 0.09
H -5.310 8.030 3.661 0.09
H -3.695 6.813 4.627 0.15
H -4.291 4.328 3.313 0.13
H -3.140 4.645 4.386 0.12
C 2.428 -2.313 -10.460 0.00
C 3.144 -2.657 -9.096 -0.33
C 2.926 -1.592 -7.953 -0.13
O 2.520 -2.445 -7.013 0.07
C 2.374 -3.747 -7.401 -0.50
O 1.897 -4.627 -6.692 0.10
O 2.689 -3.884 -8.688 0.11
H 1.399 -2.407 -10.113 0.09
H 2.795 -3.019 -11.206 0.08
H 2.614 -1.295 -10.802 0.08
H 4.208 -2.794 -9.289 0.15
H 2.215 -0.849 -8.314 0.14
H 3.902 -1.148 -7.761 0.14
C -7.114 4.803 -2.433 0.00
C -5.856 5.798 -2.544 -0.24
C -4.962 5.470 -3.775 -0.07
O -5.034 6.690 -4.525 0.07
C -5.641 7.664 -3.848 -0.62
O -5.734 8.849 -4.107 0.13
O -6.167 7.177 -2.791 0.10
H -7.608 4.785 -3.405 0.08
H -7.693 5.158 -1.580 0.08
H -6.753 3.777 -2.359 0.08
H -5.294 5.839 -1.611 0.14
H -5.358 4.624 -4.337 0.13
H -3.905 5.363 -3.533 0.13
C 3.715 -3.603 10.707 -0.01
C 2.774 -4.730 11.254 -0.28
C 1.477 -4.300 11.958 -0.04
O 0.558 -4.490 10.870 0.08
C 1.074 -5.095 9.837 -0.53
O 0.503 -5.508 8.780 0.05
O 2.370 -5.385 10.067 0.06
H 3.161 -2.707 10.426 0.08
H 4.362 -3.895 9.880 0.09
H 4.350 -3.185 11.488 0.08
H 3.375 -5.547 11.652 0.16
H 1.514 -3.285 12.353 0.14
H 1.099 -5.020 12.684 0.14
C 5.198 4.104 8.888 0.01
C 6.688 4.745 9.040 -0.32
C 7.334 5.090 7.697 -0.12
O 7.485 6.455 7.778 0.10
C 7.065 6.949 8.940 -0.52
O 7.189 8.098 9.359 0.14
O 6.685 5.925 9.712 0.10
H 4.514 4.950 8.962 0.08
H 4.927 3.347 9.623 0.07
H 5.084 3.773 7.856 0.06
H 7.344 3.957 9.409 0.14
H 6.535 4.814 7.008 0.12
H 8.206 4.471 7.485 0.14
C -4.483 -2.503 -12.418 0.01
C -4.829 -1.615 -11.193 -0.31
C -4.388 -1.830 -9.790 -0.15
O -4.068 -0.584 -9.359 0.13
C -3.814 0.128 -10.420 -0.69
O -3.291 1.223 -10.413 0.15
O -4.335 -0.358 -11.407 0.17
H -3.405 -2.668 -12.404 0.08
H -4.772 -2.134 -13.401 0.09
H -4.942 -3.481 -12.279 0.08
H -5.912 -1.513 -11.127 0.16
H -3.640 -2.596 -9.585 0.14
H -5.189 -2.234 -9.171 0.14
C 7.359 5.045 -2.291 -0.02
C 7.064 3.754 -3.007 -0.35
C 7.006 2.567 -2.117 -0.07
O 5.624 2.191 -2.153 0.11
C 4.924 3.066 -2.786 -0.60
O 3.703 3.028 -2.980 0.11
O 5.731 3.933 -3.332 0.10
H 8.444 5.027 -2.194 0.09
H 6.848 5.190 -1.340 0.10
H 7.188 5.898 -2.948 0.10
H 7.822 3.595 -3.774 0.16
H 7.232 2.870 -1.095 0.14
H 7.748 1.856 -2.480 0.14


Entry 2:
105
Properties=species:S:1:pos:R:3:lowdin_charge:R:1 method="wB97M-V/def2-TZVPD" total_charge=+1 e_above_lowest_kj_mol=183.5 gap_ev="7.61 / 3.18" multiplicity=2 s2=0.769 fmax_ev_per_a=4.9
Ca -0.327 1.123 0.133 1.05
C -5.237 -2.775 -1.080 -0.01
C -4.965 -1.569 -0.136 -0.54
C -4.694 -0.256 -0.902 -0.05
C -6.367 -1.270 0.525 -0.06
N -4.014 -1.823 0.959 0.02
C -4.412 -2.289 2.241 0.06
C -3.295 -2.422 2.942 0.01
N -2.183 -2.219 2.119 0.09
B -0.818 -2.411 2.821 -0.55
N 0.243 -3.044 1.837 0.03
C 0.213 -4.378 1.470 -0.07
C 1.379 -4.721 0.879 -0.05
N 2.106 -3.545 0.675 -0.01
C 1.372 -2.476 1.236 -0.70
S 1.862 -0.919 1.126 0.68
C 3.351 -3.527 -0.122 -0.56
C 3.407 -4.855 -0.941 -0.04
C 3.361 -2.386 -1.115 -0.11
C 4.531 -3.405 0.869 -0.03
N -0.287 -1.151 3.682 0.03
C 0.798 -1.442 4.569 -0.05
C 1.080 -0.310 5.279 -0.05
N 0.087 0.591 4.950 -0.01
C -0.752 0.139 3.911 -0.73
S -1.818 1.023 3.012 0.65
C 0.024 2.052 5.534 -0.51
C -1.382 2.338 6.088 -0.06
C 0.399 3.042 4.396 -0.06
C 1.066 2.120 6.650 -0.08
C -2.644 -1.802 0.890 -0.66
S -1.796 -1.491 -0.526 0.82
H -6.145 -2.470 -1.592 0.08
H -5.447 -3.659 -0.478 0.09
H -4.423 -2.936 -1.815 0.09
H -5.616 0.019 -1.410 0.09
H -3.811 -0.389 -1.547 0.02
H -4.491 0.512 -0.132 0.10
H -7.029 -1.039 -0.357 0.10
H -6.336 -0.386 1.144 0.09
H -6.807 -2.118 1.149 0.10
H -5.484 -2.303 2.481 0.13
H -3.161 -2.508 3.998 0.14
H -0.909 -3.232 3.659 0.11
H -0.681 -4.981 1.665 0.13
H 1.808 -5.740 0.737 0.13
H 2.487 -5.031 -1.527 0.10
H 3.449 -5.676 -0.177 0.08
H 4.240 -4.850 -1.640 0.09
H 2.386 -2.271 -1.687 0.11
H 4.130 -2.477 -1.896 0.09
H 3.502 -1.362 -0.682 0.02
H 4.530 -4.201 1.709 0.11
H 4.541 -2.416 1.355 0.07
H 5.517 -3.529 0.395 0.09
H 1.358 -2.352 4.664 0.12
H 1.834 -0.108 6.006 0.11
H -2.082 2.659 5.245 0.06
H -1.379 3.275 6.616 0.08
H -1.808 1.467 6.615 0.10
H -0.483 3.461 3.873 0.06
H 1.084 2.451 3.660 0.12
H 0.922 3.914 4.797 0.08
H 0.882 1.352 7.461 0.11
H 1.173 3.118 7.160 0.11
H 2.106 2.014 6.283 0.09
F -2.278 2.773 -0.232 -0.34
As -1.323 4.280 -0.121 0.94
F -0.079 3.143 0.964 -0.50
F -2.219 4.537 1.346 -0.21
F -0.125 5.496 0.159 -0.20
F -2.349 5.007 -1.309 -0.20
F -0.356 3.545 -1.440 -0.31
C -1.722 0.971 -6.530 -0.04
N -1.084 2.109 -5.854 -0.14
C -0.724 3.334 -6.396 -0.07
C -0.349 4.160 -5.388 -0.08
N -0.388 3.455 -4.205 0.08
C -0.895 2.160 -4.418 -0.74
S -1.141 0.842 -3.435 0.60
H -2.302 1.415 -7.378 0.11
H -2.400 0.451 -5.860 0.05
H -0.897 0.279 -6.821 0.10
H -0.953 3.496 -7.430 0.12
H -0.106 5.218 -5.408 0.12
H -0.115 3.654 -3.257 0.10
O 2.025 -0.560 -4.736 -0.09
C 2.445 0.718 -5.268 -0.25
N 3.814 0.893 -4.963 0.08
C 4.456 0.752 -3.723 -0.42
O 5.593 0.338 -3.711 0.10
C 3.816 1.332 -2.503 -0.10
C 4.562 2.290 -1.770 0.04
C 3.992 2.970 -0.663 0.00
C 2.651 2.642 -0.375 -0.11
N 1.926 1.702 -1.065 -0.04
C 2.528 0.993 -2.054 -0.10
H 1.068 -0.663 -4.760 0.04
H 1.819 1.485 -4.735 0.12
H 2.434 0.658 -6.378 0.14
H 4.399 0.475 -5.699 0.15
H 5.581 2.514 -2.100 0.13
H 4.497 3.630 0.016 0.11
H 2.164 3.090 0.440 0.08
H 1.893 0.272 -2.645 0.10


Entry 3:
113
Properties=species:S:1:pos:R:3:lowdin_charge:R:1 method="wB97M-V/def2-TZVPD" total_charge=0 gap_ev="8.31 / 6.68" multiplicity=3 s2=2.002 fmax_ev_per_a=3.8
Pt 2.120 1.320 -3.871 1.37
As 0.916 0.005 -0.595 0.84
F 1.043 -1.688 -1.146 -0.26
F 1.928 0.549 -1.970 -0.39
F 0.917 1.662 -0.039 -0.23
F -0.063 -0.631 0.737 -0.27
F 2.312 -0.405 0.413 -0.25
F -0.492 0.298 -1.520 -0.21
F 1.339 -0.479 -4.536 -0.56
C 2.450 3.968 1.954 0.00
C 0.964 4.197 1.665 -0.29
C 0.121 4.234 2.948 -0.10
O -0.135 5.602 3.101 0.06
C 0.310 6.340 2.036 -0.56
O 0.065 7.493 1.869 0.16
O 0.889 5.537 1.140 0.06
H 2.435 2.891 2.156 0.09
H 2.699 4.496 2.875 0.09
H 3.142 4.200 1.152 0.07
H 0.496 3.509 0.961 0.12
H 0.755 3.952 3.796 0.13
H -0.748 3.577 2.957 0.12
C -3.236 0.806 0.788 -0.01
C -3.976 2.024 1.350 -0.31
C -4.296 1.972 2.873 -0.06
O -3.994 3.315 3.241 0.07
C -3.371 4.005 2.264 -0.59
O -2.938 5.114 2.346 0.17
O -3.267 3.229 1.205 0.07
H -2.256 0.926 1.261 0.09
H -3.173 0.797 -0.295 0.08
H -3.613 -0.113 1.235 0.08
H -4.846 2.247 0.722 0.15
H -3.654 1.283 3.429 0.13
H -5.310 1.674 3.135 0.14
C -1.143 -2.040 5.588 -0.02
C -1.727 -2.616 4.317 -0.29
C -0.822 -3.490 3.452 -0.12
O -1.508 -4.671 3.120 0.08
C -2.647 -4.662 3.851 -0.56
O -3.441 -5.553 3.839 0.17
O -2.701 -3.616 4.688 0.08
H -1.765 -1.161 5.800 0.07
H -0.172 -1.551 5.491 0.09
H -1.204 -2.598 6.519 0.09
H -2.285 -1.864 3.755 0.14
H 0.180 -3.729 3.813 0.11
H -0.613 -2.790 2.630 0.12
C 4.126 7.054 -2.040 -0.02
C 2.925 6.293 -1.508 -0.30
C 1.765 6.257 -2.537 -0.04
O 2.042 5.016 -3.220 0.09
C 2.747 4.250 -2.406 -0.53
O 2.943 3.069 -2.546 0.03
O 3.268 4.915 -1.341 0.11
H 4.651 6.669 -2.916 0.10
H 4.938 7.098 -1.311 0.09
H 3.782 8.074 -2.221 0.09
H 2.578 6.773 -0.595 0.15
H 1.826 7.044 -3.280 0.14
H 0.910 6.286 -1.869 0.13
C 5.253 -5.719 0.794 -0.03
C 4.282 -4.614 1.133 -0.29
C 2.856 -4.622 0.569 -0.09
O 2.110 -4.713 1.756 0.07
C 2.842 -4.622 2.876 -0.55
O 2.323 -4.557 3.948 0.15
O 4.158 -4.617 2.577 0.09
H 6.311 -5.501 0.947 0.08
H 5.092 -5.974 -0.260 0.08
H 5.202 -6.698 1.277 0.09
H 4.690 -3.651 0.816 0.15
H 2.759 -5.527 -0.035 0.14
H 2.680 -3.722 -0.016 0.12
C 3.180 -3.989 -3.288 -0.01
C 1.756 -4.244 -2.870 -0.33
C 0.645 -3.793 -3.835 -0.06
O -0.165 -4.970 -4.087 0.06
C 0.266 -5.956 -3.273 -0.59
O -0.225 -7.039 -3.297 0.16
O 1.387 -5.596 -2.610 0.07
H 3.508 -4.819 -3.926 0.10
H 3.869 -4.086 -2.449 0.07
H 3.294 -3.080 -3.875 0.09
H 1.648 -3.689 -1.937 0.10
H 1.105 -3.584 -4.802 0.13
H 0.016 -2.953 -3.554 0.12
C -4.089 3.739 -3.015 0.00
C -2.630 4.131 -3.356 -0.27
C -1.810 4.726 -2.196 -0.05
O -0.764 3.756 -2.085 0.09
C -0.788 2.852 -3.071 -0.52
O 0.066 2.067 -3.376 0.00
O -1.895 2.990 -3.823 0.12
H -4.432 4.062 -2.036 0.08
H -4.260 2.686 -3.238 0.09
H -4.742 4.206 -3.757 0.08
H -2.596 4.887 -4.139 0.15
H -2.432 4.909 -1.322 0.13
H -1.437 5.699 -2.504 0.12
C -2.571 -2.555 -0.041 -0.01
C -2.585 -3.917 -0.709 -0.33
C -1.619 -4.990 -0.276 -0.12
O -2.326 -6.129 0.072 0.11
C -3.645 -5.901 -0.103 -0.50
O -4.515 -6.653 0.152 0.19
O -3.820 -4.601 -0.614 0.08
H -3.515 -2.054 -0.286 0.08
H -1.852 -1.879 -0.492 0.06
H -2.615 -2.606 1.048 0.08
H -2.259 -3.798 -1.750 0.15
H -1.113 -4.521 0.580 0.12
H -0.781 -5.135 -0.957 0.12


Entry 4:
96
Properties=species:S:1:pos:R:3:lowdin_charge:R:1 method="wB97M-V/def2-TZVPD" total_charge=+1 gap_ev=7.86 fmax_ev_per_a=3.4
C 2.796 -2.903 -1.558 -0.08
C 3.186 -1.413 -1.556 -0.20
C 2.484 -0.559 -0.475 -0.09
C 1.258 0.332 -0.859 -0.31
C -0.022 -0.238 -0.236 -0.14
C -0.550 -1.498 -0.943 -0.16
C -1.213 -2.491 0.031 -0.18
C -0.322 -3.690 0.390 -0.21
C -1.107 -4.852 1.036 -0.20
C -0.772 -6.236 0.464 -0.18
C 0.717 -6.574 0.500 -0.25
O 0.940 -7.872 -0.025 -0.19
C 1.643 -7.895 -1.250 -0.11
C 1.054 0.495 -2.369 -0.13
O 1.886 1.455 -2.999 -0.05
C 2.982 2.031 -2.336 -0.20
C 4.268 1.299 -2.723 -0.39
O 4.354 0.612 -3.646 0.23
N 5.416 1.654 -1.890 0.17
C 5.918 0.546 -1.155 -0.54
O 6.656 -0.268 -1.491 0.24
F 5.354 0.528 0.070 0.06
C 2.813 2.309 -0.820 -0.11
N 1.496 1.793 -0.307 -0.19
C 1.379 1.885 1.208 -0.23
C 2.355 1.182 2.158 -0.69
C 1.659 1.117 3.517 -0.13
Br 4.013 2.190 2.320 0.83
P 0.260 3.060 -0.925 0.89
O 0.875 4.021 -1.847 -0.32
H 1.928 -3.113 -2.195 0.07
H 2.583 -3.266 -0.544 0.07
H 3.627 -3.503 -1.946 0.08
H 3.056 -1.003 -2.561 0.09
H 4.268 -1.352 -1.367 0.10
H 2.137 -1.241 0.316 0.12
H 3.254 0.056 0.005 0.07
H -0.828 0.508 -0.225 0.09
H 0.173 -0.479 0.821 0.12
H -1.305 -1.192 -1.677 0.10
H 0.251 -2.000 -1.502 0.09
H -2.159 -2.849 -0.399 0.12
H -1.486 -1.955 0.953 0.12
H 0.176 -4.038 -0.529 0.09
H 0.468 -3.353 1.081 0.11
H -0.913 -4.878 2.119 0.11
H -2.181 -4.665 0.908 0.11
H -1.154 -6.337 -0.563 0.12
H -1.288 -7.001 1.061 0.12
H 1.075 -6.567 1.542 0.13
H 1.315 -5.829 -0.052 0.10
H 1.733 -8.943 -1.554 0.09
H 1.103 -7.345 -2.040 0.09
H 2.653 -7.468 -1.147 0.09
H 0.022 0.805 -2.578 0.12
H 1.175 -0.480 -2.855 0.14
H 3.127 3.020 -2.804 0.18
H 6.170 1.920 -2.530 0.16
H 3.616 1.867 -0.228 0.04
H 2.847 3.386 -0.628 0.13
H 0.357 1.568 1.440 0.08
H 1.438 2.954 1.457 0.11
H 2.625 0.177 1.836 0.08
H 0.905 0.321 3.508 0.08
H 1.150 2.068 3.732 0.09
H 2.377 0.948 4.326 0.08
H -0.180 3.600 0.286 0.04
H -0.815 2.320 -1.411 0.03
C -5.309 4.278 -3.938 -0.06
C -4.580 4.401 -2.762 -0.06
C -4.040 3.277 -2.159 -0.01
C -4.245 2.047 -2.760 -0.15
C -4.972 1.897 -3.928 0.01
C -5.507 3.032 -4.517 -0.05
N -3.662 0.848 -2.139 -0.33
O -3.008 0.991 -1.112 0.03
O -3.844 -0.225 -2.675 0.10
H -5.728 5.160 -4.405 0.11
H -4.434 5.373 -2.311 0.11
H -3.484 3.345 -1.236 0.11
H -5.113 0.917 -4.360 0.12
H -6.079 2.940 -5.430 0.11
C -3.803 4.164 6.204 -0.05
C -3.361 2.865 6.426 -0.05
C -2.725 2.165 5.414 0.01
C -2.548 2.796 4.194 -0.15
C -2.981 4.088 3.946 0.00
C -3.616 4.772 4.968 -0.05
N -1.868 2.063 3.124 -0.32
O -1.507 0.922 3.337 0.07
O -1.690 2.628 2.051 0.02
H -4.298 4.705 6.999 0.11
H -3.511 2.396 7.388 0.12
H -2.377 1.154 5.562 0.12
H -2.828 4.540 2.978 0.12
H -3.966 5.781 4.800 0.11